## A
Molecular formula: C7H11N
Method: DFT, wB97M-V/def2-TZVPD

Each line ends with the natural charge from an NBO analysis.
Element x y z (Å)
1 C 2.0949 0.0016 -0.1159  -0.59
2 C 0.7051 0.0969 -0.0840  -0.01
3 C -0.0366 0.1098 1.2618  -0.41
4 C -1.4523 0.0613 0.5212  -0.28
5 C -1.2319 -1.1748 -0.4609  -0.20
6 C -1.3400 1.2921 -0.3978  -0.21
7 C 0.0062 1.3030 -0.7095  -0.16
8 H 2.4145 -0.1466 -1.0823  0.23
9 H 2.4536 -0.8222 0.7335  0.21
10 H 2.6960 1.0421 0.1470  0.22
11 H 0.3839 1.1191 1.8325  0.22
12 H 0.3255 -0.6507 2.0626  0.22
13 H -2.4459 -0.1723 0.9629  0.22
14 H -2.1381 -1.1753 -1.2180  0.19
15 H -1.4396 -2.1053 0.2393  0.18
16 H 0.6487 -1.7942 -0.7224  0.36
17 H -2.0678 2.0273 -0.5500  0.22
18 H 0.3555 1.9148 -1.5355  0.21
19 N 0.0682 -0.9265 -0.8846  -0.63

Summary:
LUMO: 1.01 eV
Net charge: 0
Orbital gap: 9.398 eV

---

## B
Molecular formula: C7H11N
Method: DFT, wB97M-V/def2-TZVPD

Each line ends with the natural charge from an NBO analysis.
Element x y z (Å)
1 C 1.5701 -0.0596 -1.1720  -0.39
2 C 0.1749 -0.0444 -1.8775  -0.42
3 C -0.9297 0.3746 -1.0022  -0.11
4 C -0.2271 0.9243 0.2100  -0.06
5 C 0.9073 -0.2846 0.1557  -0.26
6 C 0.5906 -0.4028 1.6794  -0.39
7 C -0.9451 -0.6294 1.4902  -0.23
8 H 2.5498 -0.6399 -1.5793  0.24
9 H 1.8122 1.0646 -1.3136  0.18
10 H 0.3049 0.5868 -2.6763  0.22
11 H 0.2879 -1.1428 -2.3086  0.19
12 H -1.7388 0.8894 -1.3423  0.21
13 H 0.0521 1.9898 0.5369  0.21
14 H 0.4186 -1.2521 -0.3294  0.18
15 H 1.0450 -1.1559 2.5204  0.22
16 H 0.6525 0.7786 2.1292  0.19
17 H -1.5124 -0.2129 2.3359  0.21
18 H -1.1443 -1.6151 1.3586  0.19
19 N -1.3676 0.2058 0.5381  -0.39

Summary:
LUMO: 1.12 eV
Net charge: 0
Orbital gap: 9.599 eV

---

Best to worst by energy: A, B.

---

## A
Molecular formula: C5H14N2O
Method: DFT, wB97M-V/def2-TZVPD

Each line ends with the natural charge from an NBO analysis.
Element x y z (Å)
1 C -0.0024 -1.2210 -0.2196  -0.22
2 N 1.3116 -0.9708 -0.7724  -0.65
3 C 1.4720 -1.1540 -2.2184  -0.40
4 C -0.4112 -0.1720 0.8110  -0.06
5 C -1.5633 -0.6458 1.7164  -0.62
6 N -0.7809 1.0876 0.1254  -0.66
7 C 0.1706 2.1643 0.2032  0.09
8 O -0.0023 2.8907 1.4202  -0.73
9 H -0.1029 -2.2342 0.2147  0.17
10 H -0.7559 -1.2690 -1.0171  0.18
11 H 2.0184 -1.3237 -0.1506  0.37
12 H 2.5061 -0.9523 -2.4624  0.21
13 H 0.8864 -0.3867 -2.6924  0.19
14 H 1.1384 -2.1445 -2.5358  0.17
15 H 0.4299 0.1339 1.4094  0.20
16 H -1.6228 -1.7341 1.7265  0.20
17 H -1.3712 -0.3186 2.7347  0.22
18 H -2.4975 -0.1995 1.3909  0.22
19 H -1.0722 0.9376 -0.8293  0.36
20 H -0.0022 2.7974 -0.6746  0.15
21 H 1.2095 1.8414 0.2586  0.16
22 H -0.9581 2.8732 1.5616  0.47

Summary:
LUMO: 1.01 eV
Net charge: 0
Orbital gap: 9.536 eV

---

## B
Molecular formula: C5H14N2O
Method: DFT, wB97M-V/def2-TZVPD

Each line ends with the natural charge from an NBO analysis.
Element x y z (Å)
1 C -1.1842 -4.1540 1.4132  -0.28
2 N -2.9906 -2.3606 1.9435  -0.64
3 O -2.4508 -3.3016 1.0002  -0.46
4 H -3.8903 -2.7339 2.2404  0.41
5 H -2.3208 -1.5926 1.8268  0.41
6 H -1.0161 -4.1966 2.4899  0.19
7 H -0.3749 -3.7925 0.7779  0.19
8 H -1.4796 -5.1825 1.2166  0.19
9 C 2.5270 0.6794 -1.2408  -0.64
10 C -0.2319 3.0289 0.1070  -0.64
11 C 1.2776 1.5130 -1.2166  0.21
12 N 1.1481 2.2993 -2.3684  -0.84
13 C 0.6051 1.7914 -0.0657  -0.32
14 H 0.4027 2.9771 -2.3846  0.39
15 H 1.6580 2.0286 -3.1956  0.39
16 H 1.0476 1.4189 0.8473  0.19
17 H 2.7632 0.2809 -0.2583  0.23
18 H 2.4414 -0.0855 -2.0166  0.21
19 H 3.3998 1.2632 -1.5457  0.22
20 H -0.7424 3.0208 1.0671  0.22
21 H 0.3520 3.9528 0.0779  0.20
22 H -0.9412 3.1456 -0.7153  0.20

Summary:
LUMO: 0.90 eV
Net charge: 0
Orbital gap: 8.608 eV

---

## C
Molecular formula: C5H14N2O
Method: DFT, wB97M-V/def2-TZVPD

Each line ends with the natural charge from an NBO analysis.
Element x y z (Å)
1 C 1.2041 -1.3384 1.1750  -0.61
2 C 0.3466 -0.3594 0.4256  -0.04
3 C 0.3564 -0.7163 -1.0921  -0.43
4 C 1.6658 -0.4047 -1.8132  -0.22
5 N 2.0231 1.0407 -1.8235  -0.85
6 N -0.9838 -0.3521 0.9749  -0.65
7 C -1.9826 0.5806 0.5636  0.08
8 O -2.4083 1.4724 1.6046  -0.73
9 H 0.7729 -2.3370 1.3197  0.20
10 H 2.1768 -1.4741 0.7179  0.21
11 H 1.3348 -0.9425 2.1928  0.22
12 H 0.7270 0.6554 0.5650  0.18
13 H 0.2546 -1.8025 -1.1821  0.20
14 H -0.4630 -0.1871 -1.5796  0.20
15 H 1.5814 -0.6234 -2.8806  0.20
16 H 2.5077 -0.8736 -1.3093  0.18
17 H 1.6472 1.5307 -1.0130  0.35
18 H 1.7137 1.5789 -2.6189  0.36
19 H -1.4011 -1.2432 1.1878  0.36
20 H -1.6030 1.2849 -0.1767  0.17
21 H -2.8307 0.0655 0.1000  0.15
22 H -3.0317 1.0141 2.1795  0.46

Summary:
LUMO: 0.91 eV
Net charge: 0
Orbital gap: 9.726 eV

---

Best to worst by energy: C, A, B.

---

## A
Molecular formula: C5H14N2O
Method: DFT, wB97M-V/def2-TZVPD

Each line ends with the natural charge from an NBO analysis.
Element x y z (Å)
1 C -1.6932 0.2081 1.8298  -0.08
2 O -1.6488 -1.1327 2.2425  -0.71
3 C -0.6059 0.6260 0.7092  -0.08
4 C 0.3262 -0.6260 0.5416  -0.42
5 C 1.3436 -0.7989 -0.5532  -0.40
6 C 1.9557 0.4905 -1.2670  -0.22
7 N 1.8405 0.4873 -2.7520  -0.83
8 N -1.3862 0.8826 -0.4902  -0.89
9 H -2.7426 0.3947 1.5755  0.18
10 H -1.6278 0.5139 2.8548  0.19
11 H -1.8939 -1.6896 1.4810  0.45
12 H 0.0877 1.4467 0.8338  0.19
13 H 0.7693 -0.6038 1.6170  0.22
14 H -0.2133 -1.5977 0.6271  0.21
15 H 2.0976 -1.4190 -0.2854  0.21
16 H 0.8231 -1.4351 -1.4894  0.17
17 H 3.0911 0.5009 -1.0530  0.18
18 H 1.5460 1.4122 -0.9171  0.19
19 H 2.0839 -0.4180 -3.0714  0.35
20 H 0.8668 0.7317 -2.9931  0.35
21 H -1.1145 0.4372 -1.3757  0.37
22 H -1.7210 1.8001 -0.6116  0.37

Summary:
LUMO: 0.93 eV
Net charge: 0
Orbital gap: 9.984 eV

---

## B
Molecular formula: C5H14N2O
Method: DFT, wB97M-V/def2-TZVPD

Each line ends with the natural charge from an NBO analysis.
Element x y z (Å)
1 N -0.3229 1.2907 1.6997  -0.86
2 C 0.4534 0.1252 1.2440  -0.08
3 C 0.1593 -1.0791 2.1154  -0.07
4 O 1.0815 -2.1438 1.7953  -0.74
5 C 0.1896 -0.2229 -0.2381  -0.22
6 N -0.1377 0.9576 -1.0386  -0.65
7 C -1.0123 0.7408 -2.1645  -0.21
8 C -0.2334 0.4929 -3.4931  -0.62
9 H 0.0073 1.5687 2.6113  0.37
10 H -1.3226 1.1585 1.6509  0.36
11 H 1.5000 0.3935 1.3462  0.19
12 H 0.1979 -0.8263 3.1723  0.16
13 H -0.8252 -1.4725 1.8770  0.17
14 H 1.6149 -2.3582 2.5722  0.47
15 H 1.1230 -0.6269 -0.6207  0.20
16 H -0.5959 -0.9728 -0.2815  0.16
17 H -0.3772 1.7208 -0.4250  0.39
18 H -1.7134 -0.0900 -2.0017  0.16
19 H -1.6347 1.6195 -2.3316  0.19
20 H -0.1343 -0.5866 -3.6114  0.20
21 H -0.7508 0.8969 -4.3594  0.21
22 H 0.7895 0.8326 -3.3676  0.22

Summary:
LUMO: 0.84 eV
Net charge: 0
Orbital gap: 9.116 eV

---

## C
Molecular formula: C5H14N2O
Method: DFT, wB97M-V/def2-TZVPD

Each line ends with the natural charge from an NBO analysis.
Element x y z (Å)
1 C 0.2852 -0.6403 -0.7803  -0.23
2 N -1.1256 -0.8953 -0.6899  -0.67
3 C -1.6946 -1.6471 0.3611  0.10
4 O -1.8748 -3.0424 0.0718  -0.75
5 C 0.6574 0.8499 -0.8921  -0.05
6 C 0.0448 1.6619 0.2303  -0.42
7 C 0.4612 1.2022 1.6466  -0.63
8 N 2.1175 1.0077 -0.9699  -0.84
9 H 0.9068 -1.1171 -0.0286  0.20
10 H 0.6568 -1.0532 -1.7277  0.17
11 H -1.7116 -0.5506 -1.4275  0.39
12 H -1.0695 -1.5812 1.2520  0.16
13 H -2.6929 -1.2779 0.6045  0.17
14 H -1.2870 -3.2696 -0.6542  0.47
15 H 0.2658 1.1633 -1.8709  0.17
16 H 0.2483 2.7393 0.1341  0.21
17 H -1.0264 1.6208 0.0742  0.21
18 H 1.1723 1.9349 2.0484  0.21
19 H -0.4168 1.1523 2.2857  0.22
20 H 1.0134 0.2600 1.6380  0.20
21 H 2.5644 0.1250 -1.1995  0.35
22 H 2.5052 1.3574 -0.1061  0.36

Summary:
LUMO: 0.91 eV
Net charge: 0
Orbital gap: 9.627 eV

---

## D
Molecular formula: C5H14N2O
Method: DFT, wB97M-V/def2-TZVPD

Each line ends with the natural charge from an NBO analysis.
Element x y z (Å)
1 C -0.0367 0.2886 0.6600  -0.08
2 C -0.0349 -0.7178 -0.2453  -0.12
3 C 2.2520 0.2665 -0.2137  -0.25
4 C -0.5540 1.6711 0.4467  -0.67
5 C -0.5734 -0.6435 -1.6317  -0.69
6 N -2.2480 -0.7485 1.1299  -0.33
7 N 3.0835 -0.4600 0.6272  -0.83
8 O -3.1747 -0.4719 0.0364  -0.61
9 H -3.5919 0.3475 0.3215  0.47
10 H -2.1498 -1.7629 1.0263  0.29
11 H 0.3139 0.0615 1.6599  0.20
12 H 0.3300 -1.6807 0.0949  0.20
13 H 3.0553 -0.2138 1.6060  0.37
14 H 3.0922 -1.4604 0.4924  0.37
15 H 2.2489 1.3364 -0.0477  0.17
16 H 2.2733 -0.0326 -1.2538  0.17
17 H -0.8568 1.8552 -0.5826  0.21
18 H 0.1902 2.4191 0.7335  0.22
19 H -1.4251 1.8104 1.0893  0.23
20 H -0.1974 -1.4577 -2.2520  0.22
21 H -1.6675 -0.7095 -1.5788  0.26
22 H -0.3291 0.3028 -2.1182  0.21

Summary:
LUMO (alpha / beta): 0.73 / 0.97 eV
Net charge: 0
Orbital gap (alpha / beta): 6.150 / 8.592 eV

---

Best to worst by energy: C, B, A, D.

---

## A
Molecular formula: C5H14N2O
Method: DFT, wB97M-V/def2-TZVPD

Each line ends with the natural charge from an NBO analysis.
Element x y z (Å)
1 C -1.2879 0.3641 1.4994  -0.23
2 C -1.2656 0.6892 0.0438  -0.43
3 C 0.1336 0.6095 -0.5072  -0.12
4 C 0.3051 0.0974 -1.6796  0.03
5 N 1.4196 -0.2792 -2.4268  -0.84
6 C 1.1139 1.3966 0.2921  -0.66
7 N -2.6522 -0.1949 1.8080  -0.84
8 H -0.4209 -0.2973 1.9377  0.19
9 H -1.3493 1.3792 2.2294  0.19
10 H -1.8890 -0.0912 -0.5976  0.20
11 H -1.7614 1.7206 -0.0598  0.22
12 H -0.5754 -0.2860 -2.4142  0.17
13 H 1.4038 0.2465 -3.3573  0.37
14 H 2.3420 -0.1854 -2.0509  0.37
15 H 1.1429 2.5121 0.1461  0.23
16 H 2.1173 1.3204 -0.1355  0.22
17 H 0.9731 1.1141 1.3483  0.23
18 H -2.9596 -0.9284 1.1669  0.35
19 H -2.6546 -0.6179 2.6970  0.35
20 H 1.6930 -3.0465 0.5902  0.47
21 H 1.2997 -1.7286 -0.0167  0.47
22 O 1.9091 -2.0918 0.6196  -0.94

Summary:
LUMO: 0.80 eV
Net charge: 0
Orbital gap: 9.186 eV

---

## B
Molecular formula: C5H14N2O
Method: DFT, wB97M-V/def2-TZVPD

Each line ends with the natural charge from an NBO analysis.
Element x y z (Å)
1 C -0.4053 -0.4695 0.2124  0.06
2 C 0.7010 -0.8227 -0.7672  0.15
3 C -0.3682 -1.3066 1.5052  -0.62
4 C -1.8131 -0.5694 -0.3888  -0.61
5 C 2.0568 0.3720 -0.3898  -0.67
6 N -0.0763 0.9659 0.6420  -0.52
7 N -0.7686 2.0904 0.0800  -0.66
8 O 0.3349 -0.5820 -2.1200  -0.72
9 H 0.3457 0.3872 -2.2527  0.47
10 H 0.5656 1.0259 1.4295  0.36
11 H 1.0601 -1.8497 -0.6644  0.18
12 H -0.2558 2.6434 -0.6077  0.32
13 H -0.9988 2.8027 0.7771  0.35
14 H -1.9488 0.0375 -1.2868  0.23
15 H -0.8931 -2.2560 1.3655  0.22
16 H 0.6561 -1.5409 1.8075  0.20
17 H -0.8595 -0.7728 2.3262  0.22
18 H -2.5791 -0.2588 0.3284  0.22
19 H -2.0151 -1.5968 -0.7051  0.21
20 H 2.7509 -0.2438 0.1789  0.20
21 H 2.3718 0.5373 -1.4204  0.20
22 H 2.1387 1.4066 -0.0498  0.21

Summary:
LUMO: 0.91 eV
Net charge: 0
Orbital gap: 8.745 eV

---

## C
Molecular formula: C5H14N2O
Method: DFT, wB97M-V/def2-TZVPD

Each line ends with the natural charge from an NBO analysis.
Element x y z (Å)
1 C 0.3824 -1.7780 -0.4184  -0.21
2 C -1.1033 -1.6281 -0.6975  -0.43
3 C -1.5881 -0.1945 -0.5555  -0.27
4 C -0.8516 0.9145 -0.4436  -0.01
5 N -1.3480 2.1932 -0.6861  -0.60
6 C -0.9801 3.3045 0.1554  -0.41
7 N 1.1114 -1.4734 -1.6433  -0.87
8 H 0.6365 -1.1997 0.4819  0.17
9 H 0.6259 -2.8112 -0.1454  0.18
10 H -1.3041 -1.9209 -1.7238  0.21
11 H -1.7101 -2.2044 -0.0320  0.21
12 H -2.6332 -0.0181 -0.8222  0.18
13 H 0.2223 0.8522 -0.2923  0.19
14 H -2.3577 2.1703 -0.7846  0.36
15 H 0.0818 3.4582 0.1490  0.19
16 H -1.5539 4.1940 -0.0961  0.20
17 H -1.1716 3.1730 1.2131  0.17
18 H 2.0856 -1.2276 -1.6310  0.37
19 H 0.5693 -0.9179 -2.2830  0.36
20 H 4.3713 -1.6399 3.0654  0.48
21 H 2.9737 -1.9561 3.7845  0.48
22 O 3.5413 -1.2902 3.4054  -0.95

Summary:
LUMO: 0.87 eV
Net charge: 0
Orbital gap: 8.659 eV

---

## D
Molecular formula: C5H14N2O
Method: DFT, wB97M-V/def2-TZVPD

Each line ends with the natural charge from an NBO analysis.
Element x y z (Å)
1 C 0.3221 -0.1627 2.1311  -0.21
2 N 0.3318 -0.5215 0.6865  -0.64
3 C 0.1167 0.4734 -0.3943  -0.10
4 C 1.3291 0.3157 -1.3981  -0.08
5 O 1.8658 1.6753 -1.4760  -0.71
6 C -1.2511 0.2417 -1.0860  -0.23
7 N -1.3267 0.4847 -2.5387  -0.85
8 C -0.0242 -1.5180 2.8057  -0.64
9 H -0.3724 0.7468 2.1785  0.17
10 H 1.2959 0.2344 2.3888  0.19
11 H -0.4375 -1.1937 0.6094  0.35
12 H 0.1467 1.5293 0.0159  0.20
13 H 0.9431 -0.1162 -2.3020  0.15
14 H 1.9678 -0.4895 -0.9748  0.21
15 H 1.3610 2.0259 -2.2382  0.46
16 H -2.0881 0.9145 -0.7798  0.20
17 H -1.6927 -0.7930 -0.8801  0.17
18 H -0.5070 0.2839 -3.0595  0.35
19 H -1.7432 1.4000 -2.7141  0.36
20 H 0.3131 -1.5348 3.8398  0.22
21 H 0.5648 -2.3808 2.3025  0.23
22 H -1.1153 -1.6152 2.8836  0.21

Summary:
LUMO: 0.90 eV
Net charge: 0
Orbital gap: 9.471 eV

---

Best to worst by energy: C, D, A, B.